one | DFT (the ωB97M-V functional and the def2-TZVPD basis) results for a 2-piece molecular cluster, C4H12 overall.

Frontier orbital gap in eV: 12.68
Spin multiplicity: 1
SMILES: CC.CC

Cartesian coordinates (Å):
1 H 2.2287 1.7591 -1.7042
2 H -0.1948 -0.0748 -2.3042
3 H 1.1116 2.1157 -2.9210
4 H 0.3548 -1.4944 1.7179
5 H 0.8340 -0.1781 -0.9486
6 H 2.0637 0.5756 -3.0430
7 H -2.1338 -1.5868 1.3624
8 H 0.1797 0.0640 2.5208
9 H -1.5540 -1.8798 2.9999
10 H -0.3177 -0.1687 0.8347
11 C 0.4258 0.5388 -1.6593
12 C -0.2911 -0.6183 1.8183
13 H -2.3470 -0.3419 2.5459
14 H -0.2204 1.1624 -1.0422
15 C 1.5461 1.2676 -2.3911
16 C -1.6854 -1.1404 2.2136

two | DFT (the ωB97M-V functional and the def2-TZVPD basis) results for a 2-piece molecular cluster, C4H12 overall.

Frontier orbital gap in eV: 12.54
Spin multiplicity: 1
SMILES: CC.CC

Cartesian coordinates (Å):
1 C 1.4324 2.5155 0.0942
2 H -1.7166 -3.2754 -0.2802
3 H 0.4924 0.6687 -0.5055
4 H -0.1577 2.0893 -1.3744
5 H -0.1245 -2.8973 -0.5647
6 H 0.6926 3.2771 0.3469
7 C 0.7354 1.6263 -0.9736
8 H 1.4585 1.3830 -1.7522
9 H -1.4044 -1.8528 -1.1057
10 C -1.0379 -2.4044 -0.2322
11 C -1.1370 -1.7024 1.0880
12 H -1.6830 -2.2559 1.8523
13 H -0.1526 -1.6190 1.5626
14 H -1.5519 -0.6943 1.0937
15 H 1.7823 2.0941 1.0399
16 H 2.3904 2.9053 -0.2675

three | DFT (the ωB97M-V functional and the def2-TZVPD basis) results for a 2-piece molecular cluster, C4H12 overall.

Frontier orbital gap in eV: 12.57
Spin multiplicity: 1
SMILES: CC.CC

Cartesian coordinates (Å):
1 H 1.6976 -1.8217 -1.0672
2 C -1.6047 0.1763 1.0501
3 H 1.3591 0.8621 0.4494
4 H 1.8498 -1.5451 0.6486
5 C -2.1677 0.6232 -0.2872
6 H -2.3817 1.6973 -0.2735
7 H -1.5019 0.4092 -1.1184
8 H -3.1309 0.1882 -0.5670
9 C 1.6172 0.3048 -0.4548
10 H -2.3518 0.1945 1.8407
11 H 2.4621 0.9379 -0.7492
12 H -0.7172 0.7089 1.3833
13 H 0.7772 0.3861 -1.1320
14 H 3.2112 -1.1135 -0.3531
15 H -1.2452 -0.8568 0.9636
16 C 2.1269 -1.1513 -0.3333

four | DFT (the ωB97M-V functional and the def2-TZVPD basis) results for a 2-piece molecular cluster, C4H12 overall.

Frontier orbital gap in eV: 12.49
Spin multiplicity: 1
SMILES: CC.CC

Cartesian coordinates (Å):
1 H -1.5214 1.2046 2.7844
2 H -1.6905 1.1303 1.1830
3 H 0.6572 -1.1894 -2.5223
4 H -0.1910 -0.6140 1.2344
5 C 1.9010 0.6001 -2.4242
6 H -0.0206 0.0595 -1.3571
7 C -1.8467 0.4884 2.0112
8 H -2.8396 0.1644 2.2328
9 H 1.4409 1.5938 -2.4413
10 C 0.9553 -0.4294 -1.6449
11 H 1.8239 0.1777 -3.3091
12 H 1.4614 -0.8605 -0.7571
13 C -0.9534 -0.7336 2.0258
14 H -0.4852 -0.7137 3.0511
15 H 2.8614 0.7555 -1.9562
16 H -1.5526 -1.6336 1.8894

So which one wins? Going from most stable to least: one, three, two, four.

one | DFT (the ωB97M-V functional and the def2-TZVPD basis) results for a 2-piece molecular cluster, C4H12 overall.

Frontier orbital gap in eV: 11.89
Spin multiplicity: 1
SMILES: CC.CC

Cartesian coordinates (Å):
1 H 0.2686 -0.9470 1.7423
2 H 0.8880 -0.1381 -0.7893
3 H -2.4644 -1.3390 1.7539
4 H -1.9596 -2.5252 0.3261
5 H 0.2762 -1.6929 0.3375
6 H -1.3897 -2.8692 1.9734
7 C -0.4076 -1.1895 0.8759
8 H -0.6463 -0.1855 0.5283
9 C 0.9264 2.3248 -0.7616
10 H 0.4048 0.7749 -2.1331
11 H 1.4204 3.0814 -1.2885
12 H 1.0909 2.1942 0.3906
13 C 1.1273 0.8947 -1.3543
14 C -1.6042 -2.0238 1.2086
15 H -0.1217 2.7311 -0.6429
16 H 1.9817 0.8783 -2.0096

two | DFT (the ωB97M-V functional and the def2-TZVPD basis) results for a 2-piece molecular cluster, C4H12 overall.

Frontier orbital gap in eV: 12.71
Spin multiplicity: 1
SMILES: CC.CC

Cartesian coordinates (Å):
1 H 0.5662 -2.5557 0.5484
2 H -1.8691 1.4034 -0.2019
3 H 0.5019 2.2246 0.0064
4 C 0.3979 -2.5209 -0.5241
5 H 2.3656 -1.7930 -1.2560
6 H -0.6470 -2.2692 -0.7310
7 H 1.3654 -0.5757 -0.6525
8 H -0.3160 3.3698 1.1493
9 H -1.6422 0.7149 1.3287
10 H -2.2505 2.2959 1.2868
11 C 1.3096 -1.5179 -1.1995
12 H 0.9600 -1.1895 -2.1813
13 C -0.1582 2.3405 0.8629
14 C -1.5234 1.6528 0.8027
15 H 0.5158 -3.5276 -0.9368
16 H 0.4240 1.9475 1.6978

So which one wins? Going from most stable to least: two, one.

one | DFT (the ωB97M-V functional and the def2-TZVPD basis) results for a 2-piece molecular cluster, C4H12 overall.

Frontier orbital gap in eV: 12.82
Spin multiplicity: 1
SMILES: CC.CC

Cartesian coordinates (Å):
1 C -0.5261 -0.4494 2.2201
2 H -1.3952 1.4659 1.5387
3 H 0.0583 -1.1585 -1.0636
4 C -0.7899 1.0444 2.3502
5 C 1.1174 0.3213 -2.4439
6 H -0.8586 -0.8888 1.2827
7 H -1.4884 1.2170 3.1759
8 H 0.0752 1.6564 2.5711
9 H -0.8214 -0.7583 -2.4536
10 H 0.5500 -0.6527 2.0842
11 H 1.3621 0.9748 -1.6065
12 C 0.2107 -0.8783 -2.1154
13 H 0.6297 -1.7323 -2.6544
14 H 2.0857 -0.0435 -2.7870
15 H 0.6069 0.9310 -3.1796
16 H -0.8163 -1.0493 3.0812

two | DFT (the ωB97M-V functional and the def2-TZVPD basis) results for a 2-piece molecular cluster, C4H12 overall.

Frontier orbital gap in eV: 12.34
Spin multiplicity: 1
SMILES: CC.CC

Cartesian coordinates (Å):
1 H 1.7351 2.6668 -1.2233
2 H 1.1927 2.6805 0.9698
3 H 0.4671 -3.0936 1.2924
4 C 0.8313 2.0622 -1.0983
5 H -0.6091 -2.9235 -1.0066
6 H -0.1562 3.3551 0.2145
7 H 0.1814 2.2549 -1.9580
8 H -1.1248 -1.2898 -0.7393
9 C 0.3390 2.3961 0.3189
10 C -1.0187 -2.2419 -0.2538
11 H -2.0365 -2.5858 -0.0747
12 H 0.9474 0.9723 -1.1862
13 H 0.4341 -1.3358 1.0383
14 H -0.8648 -2.1959 1.8674
15 C -0.1727 -2.2550 1.0091
16 H -0.1453 1.5336 0.8297

So which one wins? Going from most stable to least: one, two.

one | DFT (the ωB97M-V functional and the def2-TZVPD basis) results for a 2-piece molecular cluster, C4H12 overall.

Frontier orbital gap in eV: 12.69
Spin multiplicity: 1
SMILES: CC.CC

Cartesian coordinates (Å):
1 H -2.5137 -0.2819 -1.5050
2 H -3.1314 0.5842 0.7213
3 H 2.1303 0.7267 -0.5825
4 H -1.7298 -0.3505 0.9795
5 H 0.5450 -0.9906 0.4986
6 H 3.5278 -0.1253 0.1807
7 H 1.9038 -1.7384 -0.5650
8 H 2.1907 0.7063 1.0748
9 H -0.8521 0.4703 -1.3880
10 C -2.0519 0.5593 0.4784
11 C -1.8910 0.4709 -1.0488
12 H 1.8278 -1.7788 1.2369
13 H -1.6844 1.5273 0.8173
14 H -2.3235 1.3904 -1.4611
15 C 1.5936 -1.2372 0.3294
16 C 2.4587 0.0673 0.2335

two | DFT (the ωB97M-V functional and the def2-TZVPD basis) results for a 2-piece molecular cluster, C4H12 overall.

Frontier orbital gap in eV: 12.58
Spin multiplicity: 1
SMILES: CC.CC

Cartesian coordinates (Å):
1 H -1.7179 2.0155 -0.8223
2 H 0.5215 -2.4299 2.4922
3 H 0.9984 -0.1861 0.5178
4 H 0.9284 1.4599 -2.0034
5 H -1.0112 0.3785 -0.5183
6 H 1.3365 -0.3061 2.3451
7 H 0.8014 -2.7448 0.7707
8 H -0.7547 -2.1488 1.4392
9 C -0.8056 1.3962 -0.8142
10 C -0.1267 1.2572 -2.1790
11 H -0.2622 -0.0589 1.5731
12 H -0.4722 1.7387 -3.0945
13 H -0.2400 0.2325 -2.5647
14 C 0.3359 -2.0693 1.4803
15 C 0.7070 -0.5519 1.5015
16 H -0.2387 2.0174 -0.1235

So which one wins? Going from most stable to least: one, two.

one | DFT (the ωB97M-V functional and the def2-TZVPD basis) results for a 2-piece molecular cluster, C4H12 overall.

Frontier orbital gap in eV: 12.74
Spin multiplicity: 1
SMILES: CC.CC

Cartesian coordinates (Å):
1 H -2.5464 0.0508 2.5343
2 C -2.5612 0.4748 1.5328
3 H 0.8971 -0.5945 -1.3571
4 H -1.1601 0.2548 -0.0855
5 H 1.1840 -0.1402 0.2298
6 C 1.7206 -0.4918 -0.6326
7 H 3.4997 0.8717 -0.6711
8 H 3.2617 -0.1606 -2.0477
9 H -3.6313 0.4641 1.2838
10 C 2.7229 0.4410 -1.3030
11 H -2.4845 -0.9921 -0.0503
12 H -2.3817 1.5479 1.5555
13 C -1.8052 -0.3834 0.5131
14 H 2.1112 -1.5064 -0.6141
15 H 2.3131 1.2215 -1.9440
16 H -1.1400 -1.0576 1.0560

two | DFT (the ωB97M-V functional and the def2-TZVPD basis) results for a 2-piece molecular cluster, C4H12 overall.

Frontier orbital gap in eV: 12.09
Spin multiplicity: 1
SMILES: CC.CC

Cartesian coordinates (Å):
1 C 0.7216 -1.0929 1.0988
2 C -0.0797 1.2333 -1.4632
3 H 0.4588 -0.0357 1.1496
4 H 1.7818 -1.0755 2.9533
5 H 0.2775 0.2418 -0.9976
6 H -1.8515 1.9878 -2.6151
7 H -0.0802 -1.6632 0.6624
8 H -1.8585 0.1903 -1.9554
9 H 1.7310 -1.2913 0.7460
10 H -0.4636 2.0079 -0.7493
11 H -1.0293 0.6955 -3.3769
12 H 0.2838 -2.2647 2.9686
13 C 0.6915 -1.2744 2.7094
14 C -1.3293 1.0464 -2.3644
15 H 0.6220 1.8224 -2.0662
16 H 0.1241 -0.5277 3.2999

three | DFT (the ωB97M-V functional and the def2-TZVPD basis) results for a 2-piece molecular cluster, C4H12 overall.

Frontier orbital gap in eV: 12.61
Spin multiplicity: 1
SMILES: CC.CC

Cartesian coordinates (Å):
1 C -0.1413 1.5171 0.6765
2 H 1.0890 -1.9458 -0.0169
3 H -0.5617 -1.7860 -2.5880
4 H 0.4835 -0.4901 -1.8093
5 H 0.4913 2.1000 0.0093
6 H -1.6088 2.5985 1.8979
7 H -0.4588 1.6692 2.7903
8 H -0.8657 -1.0122 -1.0772
9 H 0.2413 -3.3534 -0.6740
10 C 0.7755 -2.4444 -0.9338
11 H 0.0722 3.1474 2.1298
12 H 1.6962 -2.6845 -1.4685
13 C -0.5662 2.2983 1.9071
14 H 0.3709 0.5653 0.8451
15 C -0.0568 -1.4347 -1.6950
16 H -0.9607 1.2554 0.0068

four | DFT (the ωB97M-V functional and the def2-TZVPD basis) results for a 2-piece molecular cluster, C4H12 overall.

Frontier orbital gap in eV: 12.36
Spin multiplicity: 1
SMILES: CC.CC

Cartesian coordinates (Å):
1 H -1.7918 -2.1665 1.7404
2 C -1.1288 -1.4509 1.1717
3 H -2.7629 0.0687 1.7090
4 H -1.0785 -1.8910 0.2303
5 H 2.1787 0.1776 0.0610
6 C -1.7703 -0.0661 1.1341
7 H 0.5503 2.1252 -0.8082
8 C 1.6707 0.0749 -0.8966
9 H 0.7854 1.3996 -2.4183
10 H 0.7548 -0.5200 -0.8422
11 C 1.2371 1.5162 -1.3697
12 H 2.2309 -0.4187 -1.6154
13 H -1.8426 0.1603 0.0184
14 H -1.1594 0.5473 1.7374
15 H 2.2744 1.9214 -1.5043
16 H -0.1480 -1.4780 1.6525

So which one wins? Going from most stable to least: three, one, four, two.